(1)
The following is a DFT calculation (ωB97M-V with the def2-TZVPD basis set) of a 2-piece molecular cluster, C5H16N2O overall.

Computed properties:
* ΔE to the lowest compared entry with this formula, charge and spin: 18.65 kcal/mol
* SMILES: CC(C)NCCN.O
* gap between HOMO and LUMO: 9.45 eV
* calculated total energy: -10471.71297 eV
* HOMO energy: -8.630 eV

Geometry as ORCA input:
```
! wB97M-V def2-TZVPD RIJCOSX def2/J DEFGRID3
* xyz 0 1
N -1.4992 -1.6430 -2.1352
C -0.9058 -0.3447 -1.7968
C 0.5844 -0.3830 -1.3821
N 0.9200 -0.1479 0.0324
C 0.4870 2.3020 0.1988
C 0.2128 0.9129 0.7667
C 0.5659 0.8092 2.2385
H -0.7982 -2.2373 -2.5639
H -1.7716 -2.1028 -1.2722
H -1.0002 0.3653 -2.6230
H -1.5184 0.0723 -1.0010
H 1.1401 0.2728 -2.0703
H 0.9518 -1.3873 -1.5885
H 1.9077 0.0526 0.1022
H 1.5614 2.5255 0.2663
H 0.2982 2.2817 -0.8763
H -0.0593 3.0969 0.6831
H -0.8518 0.6905 0.6924
H 0.3799 -0.2167 2.5734
H 1.6049 1.0726 2.4872
H -0.0269 1.5228 2.8217
H -1.5028 -2.4074 1.5926
H 0.0202 -2.3834 1.7034
O -0.7001 -2.7236 1.1505
*
```

Atomic partial charges in e from the natural (NBO) method, atoms 1 to 4: atom 1 (N): -0.825, atom 2 (C): -0.234, atom 3 (C): -0.236, atom 4 (N): -0.632

(2)
The following is a DFT calculation (ωB97M-V with the def2-TZVPD basis set) of a 19-piece molecular cluster, H38O19 overall in a non-equilibrium geometry.

Computed properties:
* <S²>: 0.75
* ΔE to the lowest compared entry with this formula, charge and spin: 98.50 kcal/mol
* gap between HOMO and LUMO (spin up / spin down): 2.73 / 9.71 eV
* calculated total energy: -39514.43124 eV
* HOMO energy (spin up / spin down): -0.377 / -7.542 eV

Geometry as ORCA input:
```
! wB97M-V def2-TZVPD RIJCOSX def2/J DEFGRID3
* xyz -1 2
O 1.5436 2.0789 -1.5035
H 0.5955 2.2003 -1.4644
H 1.7733 1.8732 -0.5401
O -3.4726 -1.3769 -2.5924
H -2.5165 -1.4118 -2.9494
H -3.9331 -0.8267 -3.0704
O -1.3102 -2.6451 0.4213
H -1.9572 -3.1698 0.7389
H -0.8957 -2.9453 -0.2985
O 3.0095 2.4431 3.6504
H 3.5351 1.8509 3.0115
H 2.1163 2.1081 3.4057
O 3.4784 -0.6845 2.8917
H 2.5999 -0.8872 3.1515
H 4.1279 -1.3291 2.7671
O 3.4489 1.1852 0.7848
H 4.1950 1.5201 1.2743
H 2.7173 0.8773 1.1131
O -0.1617 -0.8264 -1.3098
H 0.5817 -1.1393 -1.8636
H 0.3500 -0.0720 -0.8485
O -1.7336 1.7566 1.5486
H -2.3423 2.4447 1.5732
H -1.6231 1.4657 0.6719
O 0.7055 2.0523 1.9073
H 0.2075 2.7706 1.5787
H 0.3182 1.1326 1.7773
O 0.7049 4.6112 -0.8914
H 0.0456 3.9813 -0.9956
H 1.4285 4.1674 -0.4661
O -2.2084 0.0083 -0.9015
H -1.9693 -0.7061 -0.2955
H -3.0550 -0.1297 -1.3179
O -4.4050 1.7472 0.7058
H -3.8868 1.1788 1.3432
H -4.1225 1.3003 -0.1471
O -0.3635 -3.1036 -2.0368
H -0.9863 -2.7324 -2.6765
H 0.5572 -3.0078 -2.1937
O 4.3203 -0.1319 -1.2609
H 4.6518 0.7242 -1.6093
H 3.6705 0.2092 -0.5216
O -2.2068 3.0804 -1.8785
H -1.9915 2.2077 -2.2938
H -2.3618 3.6617 -2.5601
O 0.5616 -4.7438 1.6260
H 0.1564 -3.9686 1.9522
H 0.7691 -4.6463 0.6599
O 1.9197 -2.3718 -3.3185
H 1.5494 -2.7110 -4.0114
H 2.1397 -1.5321 -3.5189
O 0.0482 -1.4790 1.7250
H -0.7787 -0.9258 1.3874
H 0.2966 -1.7956 0.8599
O -3.0410 -0.9410 2.0165
H -3.3451 -1.8414 2.0765
H -3.4550 -0.5554 2.7159
*
```

Atomic partial charges in e from the natural (NBO) method, atoms 1 to 4: atom 1 (O): -0.962, atom 2 (H): 0.454, atom 3 (H): 0.468, atom 4 (O): -1.105

(3)
The following is a DFT calculation (ωB97M-V with the def2-TZVPD basis set) of C9H24ClINP2Pt as an isolated structure in a non-equilibrium geometry.

Computed properties:
* <S²>: 6.03
* ΔE to the lowest compared entry with this formula, charge and spin: 50.67 kcal/mol
* gap between HOMO and LUMO (spin up / spin down): 7.55 / 3.59 eV
* calculated total energy: -53623.10920 eV
* HOMO energy (spin up / spin down): -18.062 / -19.072 eV

Geometry as ORCA input:
```
! wB97M-V def2-TZVPD RIJCOSX def2/J DEFGRID3
* xyz 3 5
C -2.8904 0.3405 2.3254
I 0.8693 1.0066 4.2732
H -3.2879 0.1258 1.2599
H -3.2370 1.2484 2.6794
H -3.3413 -0.3951 2.9816
Pt 0.7884 -0.0868 -1.0908
P 0.5839 2.2136 -1.0229
C 0.2137 2.7716 0.6871
C 2.2545 2.7627 -1.3683
H 2.2651 3.8355 -1.1347
H -0.7022 3.9105 -1.9868
H 2.4381 2.5207 -2.4229
H -0.6239 2.4751 -3.1233
H 0.9956 2.4609 1.3894
H 2.9428 2.1700 -0.7253
C -0.7719 2.8251 -2.0933
H 0.1482 3.8420 0.5856
H -1.7079 2.4330 -1.6641
H -0.7524 2.3180 0.9659
P 0.5168 -2.3701 -1.0368
C 0.1104 -2.9144 0.6693
C -0.8646 -2.8890 -2.1107
H 2.3872 -2.6671 -2.4130
H 2.1995 -3.9897 -1.1361
H 2.8758 -2.3353 -0.7128
C 2.1900 -2.9175 -1.3630
H -0.7164 -2.5100 -3.1320
H -0.8239 -3.9773 -2.0281
H -0.0210 -3.9729 0.5457
H -0.8244 -2.4070 0.9569
H -1.7818 -2.4766 -1.6610
H 0.9210 -2.6555 1.3613
Cl 0.6845 -0.0418 -3.3387
C -0.7929 -0.1734 2.7749
C 0.2117 -0.0999 1.8029
N 0.9391 -0.1058 0.8661
H -1.5994 0.6419 2.5453
H -0.7051 0.2663 3.9712
H -1.0910 -1.1829 2.9234
*
```

Atomic partial charges in e from the natural (NBO) method, atoms 1 to 4: atom 1 (C): -0.654, atom 2 (I): 0.936, atom 3 (H): 0.268, atom 4 (H): 0.245

(4)
The following is a DFT calculation (ωB97M-V with the def2-TZVPD basis set) of a 16-piece molecular cluster, C30H62Cl30N3O5 overall in a non-equilibrium geometry.

Computed properties:
* gap between HOMO and LUMO: 9.72 eV
* calculated total energy: -422480.09267 eV
* HOMO energy: -11.702 eV

Geometry as ORCA input:
```
! wB97M-V def2-TZVPD RIJCOSX def2/J DEFGRID3
* xyz 1 1
N -0.1183 -0.0161 2.1724
C -0.5415 0.8715 1.2096
C -0.1562 0.7126 -0.4082
C -0.7366 -0.7485 -0.9835
C 0.2450 -1.9902 -0.5764
O -0.0453 -3.1233 -1.4650
C 0.4732 -2.7623 -2.8267
C -0.1064 -1.3392 -3.3964
C -0.5797 -1.3402 -4.9619
C -1.4596 -2.6110 -5.4678
O -2.9021 -2.3013 -5.7277
C 1.2158 -0.3064 -3.3551
O 2.3223 -0.7350 -4.2231
C 3.5922 -0.8385 -3.4335
O 4.7032 -1.4353 -4.2207
C 5.9015 -1.5011 -3.3306
C 6.7486 -2.8987 -3.4618
O 5.9712 -4.1248 -3.2107
N -1.1047 -0.6500 -2.4453
C -2.5494 -0.9648 -2.6924
C -3.0344 -2.5042 -2.4853
C -3.5929 -2.8840 -0.9868
N -4.7751 -2.0635 -0.5205
H -0.4975 0.3143 3.0959
H -1.1985 1.8120 1.5388
H -0.6830 1.6374 -0.9325
H 1.0236 0.7716 -0.4462
H -1.7454 -0.9054 -0.3639
H -0.0873 -2.3355 0.5172
H 1.3899 -1.7442 -0.6101
H 1.6560 -2.7074 -2.6668
H 0.2980 -3.6906 -3.5156
H 0.2883 -1.1962 -5.7505
H -1.2699 -0.3745 -5.0973
H -1.0354 -2.9571 -6.5283
H -1.4536 -3.5597 -4.7916
H -3.3476 -3.2077 -5.5806
H 0.9322 0.7918 -3.6575
H 1.6849 -0.2449 -2.2587
H 3.4755 -1.5195 -2.4766
H 3.8940 0.2380 -3.0165
H 6.6397 -0.6123 -3.6226
H 5.6469 -1.3536 -2.1950
H 7.3147 -3.0262 -4.4917
H 7.6083 -2.8593 -2.6375
H 6.0301 -4.4176 -2.2525
H -0.9904 0.3825 -2.6879
H -2.9675 -0.6004 -3.7496
H -3.1693 -0.3133 -1.9047
H -3.9680 -2.6593 -3.2154
H -2.2692 -3.3351 -2.7869
H -2.6873 -2.8673 -0.2092
H -3.9226 -4.0287 -1.0328
H -5.5483 -2.7780 -0.3731
H -5.0289 -1.4509 -1.3379
C 3.6000 2.7261 0.6813
Cl 4.4031 1.2304 0.1887
Cl 2.1465 3.0149 -0.2824
H 3.3191 2.6490 1.7345
H 4.2900 3.5623 0.5439
C 1.8665 -6.3815 -4.8666
Cl 1.9241 -4.6544 -5.2392
Cl 0.2626 -6.8557 -4.2944
H 2.1039 -6.9484 -5.7701
H 2.6015 -6.6023 -4.0887
C 1.1705 2.4392 -6.1701
Cl -0.1561 2.2864 -5.0118
Cl 2.2447 3.7738 -5.7346
H 1.7440 1.5091 -6.1789
H 0.7555 2.6261 -7.1636
C 5.3586 4.6878 3.9542
Cl 5.0751 5.0245 2.2421
Cl 5.5498 2.9536 4.2384
H 6.2683 5.2029 4.2722
H 4.5068 5.0516 4.5341
C 8.1529 3.5716 0.0528
Cl 7.5472 2.9830 1.6058
Cl 7.3951 2.7115 -1.2928
H 7.9295 4.6376 -0.0353
H 9.2338 3.4165 0.0106
C -4.9488 -5.7705 -4.6445
Cl -3.2075 -6.0647 -4.5640
Cl -5.3369 -4.5898 -5.9015
H -5.4584 -6.7105 -4.8697
H -5.2898 -5.3879 -3.6794
C 2.6539 -2.2707 2.8143
Cl 3.8990 -2.0434 1.5800
Cl 1.3788 -3.3519 2.2399
H 3.1124 -2.7038 3.7066
H 2.2144 -1.3006 3.0591
C -3.3755 1.8354 3.5161
Cl -3.4841 1.3831 1.8105
Cl -2.8995 0.4541 4.5113
H -2.6311 2.6275 3.6274
H -4.3511 2.1961 3.8512
C -6.7635 3.9683 4.5589
Cl -5.0700 4.4200 4.3283
Cl -6.9050 2.3023 5.1325
H -7.2131 4.6379 5.2962
H -7.2898 4.0625 3.6058
C 10.4676 -2.1896 -3.0836
Cl 9.4005 -0.8758 -2.5735
Cl 12.1092 -1.6003 -3.3714
H 10.4950 -2.9504 -2.2998
H 10.0789 -2.6253 -4.0073
C -3.6324 6.5676 6.8593
Cl -4.6995 7.8814 7.3694
Cl -1.9908 7.1568 6.5714
H -3.6050 5.8067 7.6431
H -4.0211 6.1318 5.9356
C -7.1710 10.4666 8.5438
Cl -8.4976 10.3138 9.7021
Cl -6.0968 11.8012 8.9793
H -6.5975 9.5365 8.5350
H -7.5859 10.6535 7.5503
C -6.2788 -10.0196 -4.1945
Cl -7.6055 -10.1723 -3.0362
Cl -5.2046 -8.6849 -3.7590
H -5.7053 -10.9496 -4.2033
H -6.6938 -9.8326 -5.1880
C -3.3402 2.6894 7.4448
Cl -4.4074 4.0032 7.9549
Cl -1.6987 3.2786 7.1570
H -3.3129 1.9286 8.2287
H -3.7289 2.2536 6.5211
C -0.8688 4.3667 11.0559
Cl -2.3932 4.4757 10.1674
Cl 0.2681 3.2878 10.2385
H -0.4259 5.3632 11.1262
H -1.0682 3.9801 12.0584
*
```

Atomic partial charges in e from the Löwdin method, atoms 1 to 4: atom 1 (N): 0.073, atom 2 (C): -0.216, atom 3 (C): -0.124, atom 4 (C): -0.187